ORCA calculation (wB97M-V/def2-TZVPD) on 2 unconnected molecules or ions with the total composition C9H14O in a non-equilibrium geometry.

The geometry in XYZ format:
```
24
C9H14O | the OMol25 dataset | wB97M-V/def2-TZVPD
O -0.308 3.104 0.814
C 2.474 -0.496 -2.165
C -2.148 -2.312 0.719
C -0.776 -0.442 -0.286
C -1.988 -0.015 1.765
C 3.147 0.241 -1.034
C -1.687 -0.885 0.679
C -0.836 1.840 0.768
C -0.457 0.944 -0.254
C -1.854 1.406 1.611
H -2.398 -0.491 2.651
H -1.309 -2.814 1.267
H 0.189 1.446 -1.005
H -2.302 -2.669 -0.282
H 2.898 -0.338 -3.150
H -0.373 3.331 1.738
H -3.050 -2.451 1.313
H 1.373 -0.382 -2.257
H 3.703 1.064 -1.500
H -2.326 2.056 2.343
H -0.410 -1.162 -1.012
H 2.397 0.771 -0.412
H 2.279 -1.559 -2.082
H 3.762 -0.187 -0.229
```

Output
- net charge = -1
- ⟨S²⟩ = 0.764
- LUMO level (alpha / beta) (Eh) = 0.140 / 0.139
- HOMO-LUMO gap (alpha / beta) (eV) = 3.1 / 6.8
- F_max (eV Å⁻¹) = 3.2
- 2S+1 = 2
- relative energy (zero: lowest compared OMol25 entry of this formula, charge and spin) (kcal per mole) = 32.2
- E_HOMO (alpha / beta) (eV) = 0.7 / -3.1


ORCA calculation (wB97M-V/def2-TZVPD) on a molecular structure, C24H60FN4O8Pb in a non-equilibrium geometry.

The geometry in XYZ format:
```
98
C24H60FN4O8Pb | the OMol25 dataset | wB97M-V/def2-TZVPD
Pb -2.225 -0.818 2.466
F -0.325 0.183 1.436
O -4.319 0.742 1.841
O -1.127 -0.691 4.797
O 5.337 0.450 -0.840
O -1.777 4.659 1.305
O -0.227 -3.267 -1.785
O -1.172 2.348 -3.413
O -0.722 -6.377 -5.936
O 2.671 3.039 3.917
N 0.517 2.435 -0.607
N 0.766 -5.637 -3.506
N -2.513 1.438 3.781
N 2.728 0.049 1.771
C -1.571 2.602 -4.741
C -4.342 2.102 2.269
C 3.381 0.379 0.509
C 2.450 2.313 2.702
C 0.922 -4.078 -1.653
C -0.886 -1.762 5.717
C 0.673 -5.524 -2.060
C -2.955 2.432 2.816
C -1.039 -6.544 -7.305
C -5.650 0.265 1.496
C 3.115 0.962 2.865
C 0.204 2.284 -3.149
C -1.140 1.645 4.285
C -2.324 5.569 0.408
C 4.867 -0.005 0.431
C -0.025 -1.955 -1.296
C 5.107 -0.414 -1.914
C -0.667 3.309 -0.417
C 0.468 -7.034 -5.534
C 0.548 -6.988 -3.995
C -0.890 0.620 5.366
C 2.087 4.333 3.823
C -0.552 4.066 0.898
C 0.369 1.568 -1.785
H 2.820 0.431 3.771
H 1.244 -4.132 -0.603
H -0.822 3.954 -1.280
H -0.464 0.864 -1.699
H -0.282 -5.872 -1.650
H 1.264 -7.710 -3.596
H 4.188 1.146 2.918
H 0.487 -8.044 -5.953
H 0.226 4.825 0.769
H 0.132 -5.019 -3.998
H -6.308 0.368 2.363
H 1.252 0.933 -1.880
H -0.215 3.398 1.690
H -6.090 0.930 0.753
H -3.104 1.534 4.603
H 0.395 1.746 0.133
H 0.015 -1.993 -0.205
H 1.324 -6.515 -5.977
H -1.388 -7.561 -7.500
H -2.579 3.013 -4.775
H -2.344 2.437 1.912
H -2.866 3.442 3.218
H 5.084 0.109 -2.869
H 1.829 -3.688 -2.125
H 1.741 0.137 1.552
H -0.200 -6.352 -7.980
H -3.206 6.051 0.828
H -1.618 6.321 0.044
H 0.702 3.258 -3.164
H 2.859 2.816 1.822
H -1.437 -1.648 6.651
H 5.905 -1.164 -1.930
H 2.897 -0.137 -0.325
H -1.589 0.698 6.203
H -1.148 -2.716 5.263
H -0.962 2.682 4.577
H 4.179 -0.993 -1.856
H -4.546 2.784 1.441
H -5.135 2.269 3.004
H -1.558 1.709 -5.371
H -0.409 -7.371 -3.615
H -0.913 3.340 -5.209
H -1.507 2.602 -0.360
H -5.761 -0.774 1.196
H 2.104 4.684 4.856
H -2.676 5.014 -0.471
H 3.259 1.425 0.210
H 0.652 1.684 -3.949
H -1.834 -5.848 -7.569
H -0.949 -1.450 -1.587
H 0.129 0.740 5.734
H 0.788 -1.487 -1.853
H 2.618 5.017 3.162
H 1.484 -6.130 -1.651
H 0.178 -1.802 5.955
H 1.390 2.138 2.488
H 5.074 -1.046 0.689
H -0.469 1.471 3.439
H 1.025 4.199 3.598
H 5.377 0.588 1.191
```

Output
- net charge = +1
- LUMO level (Eh) = -0.140
- HOMO-LUMO gap (eV) = 6.3
- F_max (eV Å⁻¹) = 2.4
- relative energy (zero: lowest compared OMol25 entry of this formula, charge and spin) (kcal per mole) = 0.0
- E_HOMO (eV) = -10.1


ORCA calculation (wB97M-V/def2-TZVPD) on a gas-phase ion, CH5NOP (charge -1) in a non-equilibrium geometry.

The geometry in XYZ format:
```
9
CH5NOP | the OMol25 dataset | wB97M-V/def2-TZVPD
P 0.729 -0.033 0.157
O 0.783 -0.096 2.768
N 0.250 0.068 1.612
C -0.981 -0.128 -0.685
H -0.797 -0.024 -1.776
H -1.429 0.811 -0.404
H -1.611 -0.905 -0.398
H 1.564 -0.909 -0.690
H 1.491 1.216 -0.585
```

Output
- net charge = -1
- LUMO level (Eh) = 0.165
- HOMO-LUMO gap (eV) = 5.6
- F_max (eV Å⁻¹) = 4.0
- relative energy (zero: lowest compared OMol25 entry of this formula, charge and spin) (kcal per mole) = 108.7
- E_HOMO (eV) = -1.1
- SMILES = C[PH2]=N[O-]


ORCA calculation (wB97M-V/def2-TZVPD) on a single C4H7NO molecule.

The geometry in XYZ format:
```
13
C4H7NO | the OMol25 dataset | wB97M-V/def2-TZVPD
O 0.080 -0.358 0.855
N -0.620 -0.692 -1.705
C 0.466 0.245 -1.856
C -0.445 0.764 0.416
C -0.716 0.600 -1.016
C 0.229 -0.364 2.274
H -1.452 1.300 -1.399
H -0.458 -1.124 2.652
H 1.258 -0.607 2.542
H -0.363 -1.397 -1.014
H 0.551 0.723 -2.826
H -0.047 0.642 2.593
H 1.402 0.054 -1.332
```

Output
- LUMO level (Eh) = 0.031
- HOMO-LUMO gap (eV) = 9.5
- F_max (eV Å⁻¹) = 0.6
- relative energy (zero: lowest compared OMol25 entry of this formula, charge and spin) (kcal per mole) = 104.5
- E_HOMO (eV) = -8.7


- relative energy (zero: lowest compared OMol25 entry of this formula, charge and spin) of number 1 (C9H14O)?
  32.2 kcal per mole


- Among the records above, which one has the highest F_max?
  CH5NOP


- What is the F_max in the third record?
  4.0 eV Å⁻¹